Entry 1:
The following is a quantum chemistry calculation of an isolated molecule of C7H6O7, from the OMol25 dataset.

Calculated values
Spin multiplicity   1
E_LUMO   0.22 eV
SMILES   O=C(O)OC(=O)C[C@H]1C=C(O)C(=O)O1

Structure (XYZ):
```
20
Properties=species:S:1:pos:R:3:forces:R:3
O 0.765 -1.549 -3.786 0.080 -0.200 0.502
O -1.404 1.251 2.997 2.286 1.211 -0.759
O 0.910 -1.891 -1.510 -0.447 0.896 -0.947
O -1.585 0.182 -3.202 1.445 -0.908 1.003
O -0.171 3.137 2.879 0.367 -0.516 -0.176
O 0.428 1.399 1.670 0.657 -0.220 -0.442
O 0.658 -0.674 2.659 -0.881 1.694 0.037
C 0.380 -1.336 -2.670 0.282 -0.217 0.021
C 0.249 -1.308 -0.364 -0.939 -0.209 -0.402
C 0.680 0.057 1.700 1.488 -3.177 0.951
C -0.835 -0.420 -0.930 0.290 -0.547 -2.807
C -0.739 -0.449 -2.302 -1.438 0.787 2.196
C 1.266 -0.565 0.464 0.137 1.703 -1.019
C -0.417 1.863 2.587 -3.652 -0.714 1.264
H 1.699 0.246 -0.127 0.015 -0.138 -0.359
H -1.618 0.069 -0.384 -0.007 0.179 0.343
H 2.054 -1.241 0.735 0.254 -0.225 0.438
H -0.906 3.351 3.464 -0.094 0.404 0.221
H -1.241 0.026 -4.094 0.061 -0.091 0.049
H -0.172 -2.147 0.214 0.098 0.287 -0.114
```
Forces are in eV/Å.



Entry 2:
The following is a quantum chemistry calculation of an isolated molecule of C7H6S2, from the OMol25 dataset.

Calculated values
Spin multiplicity   1
E_LUMO   0.03 eV

Structure (XYZ):
```
15
Properties=species:S:1:pos:R:3:forces:R:3
S -1.211 -1.372 0.964 0.122 0.056 0.475
S 1.348 1.791 -0.982 0.679 0.850 1.417
C 1.484 1.551 1.683 -1.919 0.795 -3.743
C 0.394 0.638 -0.239 -2.991 -4.179 0.947
C 1.875 2.361 0.671 2.262 0.532 -1.710
C -0.268 -0.314 1.824 -0.742 -0.608 0.954
C 0.468 0.641 1.172 1.297 -0.030 -1.825
C -0.731 -1.105 -0.599 3.446 4.323 0.861
C -1.582 -0.987 -1.784 0.320 3.064 1.824
H -2.349 -0.218 -1.542 0.507 -0.100 -0.984
H -2.082 -1.844 -1.889 -2.035 -3.638 -0.774
H 2.671 3.185 0.668 -1.508 -1.255 0.209
H 1.676 1.868 2.629 0.519 0.172 2.846
H -0.950 -0.818 -2.614 0.197 0.489 -1.067
H -0.245 -0.367 2.888 -0.152 -0.472 0.570
```
Forces are in eV/Å.



Entry 3:
The following is a quantum chemistry calculation of the ion C7H7BrN3OS with charge +1, from the OMol25 dataset.

Calculated values
Spin multiplicity   1
E_LUMO   -4.84 eV
Total charge   +1
SMILES   C[S@@](=O)(=[NH+]C#N)c1ccc(Br)cn1

Structure (XYZ):
```
20
Properties=species:S:1:pos:R:3:forces:R:3
Br 1.709 -4.454 -0.717 -0.157 0.304 0.051
S -0.889 1.287 0.021 -5.566 1.516 -4.925
O -2.172 1.646 -1.027 5.615 -1.555 4.618
N 2.360 2.605 0.971 0.783 0.034 0.508
N 0.250 2.444 -0.310 -0.637 -0.147 -0.161
N 0.426 -0.844 0.716 -0.145 0.515 0.196
C 1.394 2.549 0.364 -0.072 -0.185 0.083
C -0.211 -0.352 -0.327 0.018 0.120 0.522
C 0.976 -2.034 0.601 0.159 -0.354 -0.132
C 0.190 -2.233 -1.673 0.218 -0.112 0.362
C -0.388 -0.977 -1.546 -0.160 0.369 0.003
C -1.259 1.426 1.762 0.417 -0.215 -0.095
C 0.891 -2.769 -0.591 -0.114 0.080 -0.197
H -0.954 -0.509 -2.336 -0.051 -0.009 -0.118
H -1.950 0.631 2.024 -0.024 -0.176 -0.186
H 1.493 -2.414 1.471 0.050 -0.107 -0.032
H -0.316 1.298 2.296 0.033 -0.024 0.020
H 0.097 -2.790 -2.593 -0.012 -0.013 -0.056
H 0.062 3.096 -1.066 -0.395 -0.196 -0.101
H -1.705 2.397 1.960 0.040 0.154 -0.358
```
Forces are in eV/Å.



Entry 4:
The following is a quantum chemistry calculation of a structure of composition C7H7Cl2CuN2S2, from the OMol25 dataset.

Calculated values
Spin multiplicity   1
E_LUMO   0.08 eV

Structure (XYZ):
```
21
Properties=species:S:1:pos:R:3:forces:R:3
Cu 10.620 5.651 4.464 0.343 0.241 0.007
Cl 9.180 3.878 4.340 -0.796 -0.124 -0.065
Cl 6.302 8.574 4.324 0.035 0.027 -0.063
S 9.125 7.205 4.346 -0.484 -0.119 -0.043
S 12.805 5.665 4.624 0.863 -0.711 0.670
N 13.242 8.312 4.552 -0.081 -0.583 -0.604
N 13.287 7.134 2.545 0.743 0.265 0.427
C 7.650 4.783 4.200 0.155 0.940 0.305
C 5.268 4.746 3.954 -0.073 0.004 0.216
C 6.423 6.859 4.185 0.465 -1.355 0.230
C 6.471 4.074 4.100 0.014 -0.421 -0.338
C 13.197 7.131 3.878 -1.519 0.689 -0.153
C 7.687 6.194 4.243 -0.118 0.798 -0.078
C 5.256 6.125 4.063 -0.151 0.516 -0.404
H 13.615 7.971 2.084 -0.084 -0.368 -0.356
H 4.329 4.229 3.763 0.333 -0.053 0.234
H 4.325 6.669 3.992 -0.080 -0.019 0.021
H 6.506 2.996 4.100 -0.016 -0.132 -0.084
H 13.289 6.212 2.114 0.088 0.618 -0.097
H 12.779 8.274 5.458 0.328 0.181 -0.318
H 13.147 9.170 4.005 0.035 -0.396 0.494
```
Forces are in eV/Å.



Entry 5:
The following is a quantum chemistry calculation of an isolated molecule of C7H7Cl2NO, from the OMol25 dataset.

Calculated values
Spin multiplicity   1
E_LUMO   0.76 eV
SMILES   NC(Cl)(Cl)Oc1ccccc1

Structure (XYZ):
```
18
Properties=species:S:1:pos:R:3:forces:R:3
Cl -3.389 -1.696 0.834 0.475 0.152 0.327
Cl -4.551 0.771 -0.051 1.179 0.080 -0.379
O -2.063 0.638 0.593 -0.235 1.395 1.162
N -2.575 -0.469 -1.372 0.439 0.067 -1.585
C 0.071 1.524 0.920 -2.256 0.414 -0.239
C 2.006 0.298 0.627 1.945 -3.774 -1.107
C -0.721 0.466 0.604 1.806 -3.750 0.163
C -0.114 -0.854 0.487 2.083 3.635 -1.067
C -2.907 -0.070 -0.111 -3.414 -1.068 0.482
C 1.277 -0.913 0.293 -0.708 3.078 1.365
C 1.409 1.455 0.976 2.228 1.411 0.883
H -3.308 -0.447 -2.104 0.782 -0.259 1.158
H 1.971 2.356 1.343 -0.429 -1.119 -0.606
H 3.106 0.115 0.610 -0.843 0.806 0.060
H -0.422 2.424 1.131 -0.651 1.270 0.238
H 1.818 -1.779 -0.054 -0.146 -0.226 0.318
H -2.046 -1.331 -1.273 -0.236 0.159 -0.870
H -0.610 -1.730 0.382 -2.020 -2.271 -0.301
```
Forces are in eV/Å.



Entry 6:
The following is a quantum chemistry calculation of an isolated molecule of C7H7Cl5O, from the OMol25 dataset.

Calculated values
Spin multiplicity   1
E_LUMO   -0.10 eV
SMILES   CC(C)O/C(Cl)=C(/Cl)C(Cl)=C(Cl)Cl

Structure (XYZ):
```
20
Properties=species:S:1:pos:R:3:forces:R:3
Cl 1.195 3.276 -2.919 0.111 -0.619 -0.076
Cl 2.294 -1.415 1.678 -0.537 1.013 -0.589
Cl 4.032 -0.849 -0.983 -1.300 0.784 0.389
Cl 2.326 0.369 -3.375 -0.464 0.105 0.646
Cl 1.475 3.068 -0.148 0.205 0.076 1.025
O 0.443 0.281 0.504 2.615 -1.643 -0.954
C 1.687 -0.265 0.493 2.492 0.562 -4.545
C 1.615 2.233 -1.603 0.258 -1.695 -0.615
C -0.790 -0.978 2.254 0.466 0.531 1.779
C -0.138 0.449 1.749 -2.054 -1.555 1.350
C 2.000 0.914 -1.711 0.589 2.134 -1.566
C 2.496 0.011 -0.699 -2.010 -1.474 4.224
C -1.236 1.459 1.462 -0.777 -0.598 0.795
H -2.072 1.012 0.858 0.647 0.310 0.989
H -0.873 2.271 0.895 0.684 0.788 -0.731
H -0.874 -0.985 3.436 0.760 -0.149 -2.320
H -0.276 -1.905 1.844 -0.377 1.406 0.816
H -1.520 1.916 2.411 -0.724 -0.298 -0.036
H 0.643 0.820 2.440 -0.639 -0.174 -0.035
H -1.844 -1.099 1.999 0.057 0.497 -0.548
```
Forces are in eV/Å.



Entry 7:
The following is a quantum chemistry calculation of the ion C7H7ClN3 with charge +1, from the OMol25 dataset.

Calculated values
Spin multiplicity   1
E_LUMO   -4.37 eV
Total charge   +1
SMILES   Cc1cc(Cl)[n+]2nc[nH]c2c1

Structure (XYZ):
```
18
Properties=species:S:1:pos:R:3:forces:R:3
Cl 1.632 -2.848 -2.525 1.145 -1.575 -0.572
N -0.257 -0.948 -3.407 -1.766 0.821 -0.316
N -1.102 0.944 -2.512 0.135 0.074 1.432
N 0.138 -0.820 -2.147 3.007 -0.085 2.467
C 0.460 -0.476 2.029 -2.777 2.522 0.259
C 0.415 -0.586 0.554 -1.329 1.820 -0.841
C 0.990 -1.624 -0.144 2.065 -2.205 1.405
C -0.274 0.438 -0.147 0.445 1.006 1.271
C 1.061 -1.734 -1.494 -3.883 2.588 -0.532
C -0.309 0.314 -1.533 -1.657 -0.069 0.128
C -1.098 0.055 -3.515 0.339 -0.228 -3.415
H 1.448 -2.379 0.544 -0.044 0.521 -1.246
H -0.618 -0.623 2.376 1.201 0.289 -0.278
H -0.749 1.350 0.402 0.978 -1.890 -1.204
H 0.645 0.641 2.128 0.054 -1.450 0.833
H -1.620 0.164 -4.471 0.079 0.322 0.607
H 1.025 -1.081 2.694 1.062 -0.576 -0.167
H -1.618 1.871 -2.480 0.946 -1.883 0.170
```
Forces are in eV/Å.



Entry 8:
The following is a quantum chemistry calculation of an isolated molecule of C7H7ClN6O, from the OMol25 dataset.

Calculated values
Spin multiplicity   3
E_LUMO (alpha / beta)   0.32 / -2.80 eV

Structure (XYZ):
```
22
Properties=species:S:1:pos:R:3:forces:R:3
Cl 0.030 -3.324 0.442 -0.046 -0.153 -0.207
O 0.984 -1.261 2.243 0.939 -1.693 2.174
N -2.715 0.137 1.298 -0.355 0.008 0.510
N -0.763 0.175 -1.153 -0.049 2.982 -1.521
N 0.694 1.591 1.956 -3.602 -1.911 1.265
N 0.455 -0.934 1.187 1.020 7.611 1.226
N 1.701 1.095 -0.049 2.399 -0.345 -2.264
N -1.058 3.573 -0.590 0.011 0.173 0.142
C -1.818 0.654 0.812 -0.466 -0.384 0.357
C -0.388 -1.039 -1.056 -0.478 -3.970 2.260
C 0.668 0.837 0.794 -1.789 -0.823 -0.250
C -0.017 -1.636 0.206 -1.145 -3.064 -4.177
C -0.691 1.051 -0.020 0.613 -0.895 1.147
C -0.879 2.481 -0.300 0.324 -0.079 -0.909
C -0.562 -1.984 -2.213 -2.131 3.604 -2.731
H -0.150 -1.300 -3.019 -0.442 -1.045 0.282
H -0.026 1.202 2.703 2.304 1.220 -1.945
H 1.591 1.768 2.294 1.430 0.123 0.974
H 2.630 1.389 0.204 -0.269 0.250 1.293
H 1.905 0.586 -0.921 -1.427 0.070 0.670
H 0.032 -2.812 -2.194 1.457 -2.269 0.310
H -1.623 -2.249 -2.626 1.699 0.589 1.393
```
Forces are in eV/Å.



Entry 9:
The following is a quantum chemistry calculation of a structure of composition C7H7EuO6, from the OMol25 dataset.

Calculated values
Spin multiplicity   8
E_LUMO (alpha / beta)   -4.00 / -3.92 eV
Total charge   +1

Structure (XYZ):
```
21
Properties=species:S:1:pos:R:3:forces:R:3
Eu 0.076 -1.190 0.255 -0.067 0.958 -0.236
O 0.068 -3.656 -3.276 0.052 0.333 5.189
O 0.021 2.326 -2.285 -0.395 -0.100 -3.365
O 0.061 -2.068 2.444 0.033 -0.646 0.056
O -2.655 0.919 -1.183 1.084 -1.714 2.818
O -0.020 2.489 0.758 0.031 2.328 -0.217
O 2.646 1.023 -1.331 -0.365 -1.147 1.866
C 0.079 -3.547 -2.116 -0.057 -0.187 -5.148
C -0.001 1.361 0.501 -0.152 -3.000 2.594
C 2.221 0.375 -0.495 0.831 1.104 -2.162
C -0.013 -1.323 3.713 0.112 -0.190 -0.245
C -2.196 0.284 -0.341 -1.395 1.598 -3.106
C -0.074 -2.289 4.875 0.052 0.306 0.123
C -0.119 2.193 -3.422 0.369 0.399 2.980
H 0.256 -3.006 2.609 -0.094 0.395 0.273
H -0.911 -2.993 4.798 0.087 0.248 -0.031
H 0.883 -0.696 3.712 -0.206 -0.043 0.313
H 0.858 -2.852 4.985 -0.080 0.070 -0.101
H -0.897 -0.683 3.614 0.190 -0.204 0.185
H -0.196 -1.697 5.783 -0.064 -0.161 0.051
H 0.130 1.002 -0.586 0.032 -0.346 -1.837
```
Forces are in eV/Å.



Entry 10:
The following is a quantum chemistry calculation of a structure of composition C7H7F, from the OMol25 dataset.

Calculated values
Spin multiplicity   1
E_LUMO   0.69 eV

Structure (XYZ):
```
15
Properties=species:S:1:pos:R:3:forces:R:3
F 1.249 1.609 -0.209 0.292 -1.006 1.477
C 2.253 -0.485 -0.653 -0.752 -0.802 -1.397
C -0.125 -0.172 -0.102 2.435 0.320 0.468
C -1.220 -0.558 -0.211 -4.847 -0.488 -0.377
C 1.187 0.199 0.284 0.543 0.979 -4.542
C -2.604 -0.547 -0.358 -2.607 -0.484 -1.790
C 1.330 0.042 1.706 0.811 -2.123 1.139
C -3.768 -0.521 -0.779 -0.138 1.395 0.244
H 2.375 0.184 -1.621 -0.506 -1.561 2.012
H 2.302 0.134 2.099 1.336 0.371 0.316
H 1.841 -1.723 -1.083 1.825 3.989 1.871
H 0.659 0.559 2.264 -1.811 2.729 1.296
H 3.170 -0.298 -0.028 -0.278 -1.342 -1.090
H -4.847 -0.167 -1.142 3.149 -1.337 1.175
H 0.938 -0.916 2.064 0.548 -0.640 -0.802
```
Forces are in eV/Å.



Entry 11:
The following is a quantum chemistry calculation of an isolated molecule of C7H7F3N2O, from the OMol25 dataset.

Calculated values
Spin multiplicity   3
E_LUMO (alpha / beta)   0.63 / -3.01 eV

Structure (XYZ):
```
20
Properties=species:S:1:pos:R:3:forces:R:3
F 3.178 2.833 1.385 0.077 -1.015 -0.164
F 1.677 3.705 0.228 -0.398 0.418 -1.066
F 3.018 2.203 -0.730 -0.780 0.525 0.848
O -1.151 -1.276 0.188 -0.801 -0.633 -0.426
N -0.147 0.132 1.588 2.795 1.578 0.520
N 0.674 1.199 1.734 -4.645 -0.989 6.462
C -0.021 0.776 -2.139 1.923 1.601 1.939
C -0.385 -0.348 0.297 0.610 -0.613 -0.289
C 2.295 2.513 0.399 1.443 1.135 0.282
C -0.695 -0.499 2.821 -2.273 3.166 -4.466
C 1.352 1.492 0.712 0.975 -3.325 -8.055
C 0.401 0.316 -0.744 1.377 3.469 1.605
C 1.103 -0.232 -1.933 0.041 2.547 -0.149
H 0.123 1.873 -2.377 0.334 -1.611 0.212
H -0.883 0.398 -2.502 -2.939 -1.126 -0.972
H -0.236 -0.076 3.592 2.127 1.485 3.206
H 2.009 0.322 -2.244 0.067 -1.467 0.582
H 0.830 -1.238 -2.150 0.461 -0.620 -0.481
H -1.724 -0.159 2.787 -0.496 -0.640 0.431
H -0.553 -1.474 2.658 0.104 -3.883 -0.018
```
Forces are in eV/Å.



Entry 12:
The following is a quantum chemistry calculation of a structure of composition C7H7F3NO3, from the OMol25 dataset.

Calculated values
Spin multiplicity   1
E_LUMO   -3.88 eV
Total charge   +1

Structure (XYZ):
```
21
Properties=species:S:1:pos:R:3:forces:R:3
F -0.742 5.306 -2.350 0.320 1.039 -0.181
F -2.235 4.034 -1.426 -0.386 0.459 0.152
F -1.219 3.356 -3.200 -0.084 0.663 -0.448
O -0.136 -0.701 -1.980 -0.906 1.712 2.012
O -0.124 0.678 -3.807 -0.418 0.055 0.252
O 0.778 3.599 -0.557 0.367 0.457 0.344
N -0.402 0.716 -0.292 -0.475 -0.979 -0.965
C -0.101 3.302 -1.250 -0.194 -3.976 -0.254
C -0.247 -0.535 -0.610 1.073 -0.816 -0.651
C -0.322 0.586 -2.486 0.865 0.397 -1.084
C -0.531 1.236 1.037 -1.245 5.010 -2.229
C -0.040 -1.703 0.268 1.821 -0.107 -2.733
C -1.081 4.103 -2.075 -0.720 -2.033 -0.304
C -0.461 1.440 -1.445 0.446 4.697 -1.177
H 0.398 1.317 1.401 3.289 -0.222 2.025
H -0.416 1.470 -4.343 0.170 -0.976 1.628
H -1.224 0.740 1.559 -2.216 -2.197 2.172
H -0.317 -2.472 -0.419 -0.659 -1.220 0.119
H -0.888 2.379 1.064 0.523 -2.646 -0.622
H -0.564 -1.710 1.158 -1.110 0.050 1.718
H 1.038 -1.935 0.403 -0.460 0.632 0.228
```
Forces are in eV/Å.



| no. | strongest force on any atom (eV/A) |
| --- | --- |
| 1 | 3.9 |
| 2 | 5.6 |
| 3 | 7.6 |
| 4 | 1.7 |
| 5 | 4.4 |
| 6 | 5.2 |
| 7 | 4.7 |
| 8 | 7.8 |
| 9 | 5.2 |
| 10 | 4.9 |
| 11 | 8.8 |
| 12 | 5.6 |